(one)
Density functional theory data (wB97M-V/def2-TZVPD) for an isolated ion of composition C6H10N3 and charge +1.

Atoms and positions in Å:
C -0.005 1.426 -0.385
C 1.192 1.496 0.105
C -1.936 -1.869 -0.415
C -0.491 -1.866 -0.917
C -1.436 -1.057 0.779
C 2.175 2.575 0.360
N 1.698 0.276 0.730
N 1.048 -0.712 0.697
N -0.187 -0.797 0.067
H -0.827 1.991 -0.711
H -2.686 -1.212 -1.040
H -2.351 -2.833 -0.212
H 0.005 -2.777 -0.846
H -0.378 -1.395 -2.021
H -2.192 -0.191 1.007
H -1.116 -1.646 1.662
H 3.144 2.548 -0.346
H 2.613 2.569 1.302
H 1.731 3.475 0.183

Calculated values
HOMO (spin up / spin down), eV: -14.572 / -14.571
LUMO energy (spin up / spin down), eV: -5.8 / -5.8
Total charge: +1

How positive or negative is each atom? The natural (NBO) charges in e answer that: 0.104, -0.020, -0.420, -0.217, -0.232, -0.627, -0.006, 0.109, -0.176, 0.247, 0.234, 0.250, 0.251, 0.245, 0.251, 0.243, 0.268, 0.260, 0.235


(two)
Density functional theory data (wB97M-V/def2-TZVPD) for an isolated ion of composition C6H10N3 and charge +1.

Atoms and positions in Å:
C -1.586 -1.827 1.027
C -1.367 -0.681 0.477
N -1.179 0.499 0.030
C -2.239 1.341 -0.399
N 0.003 1.164 -0.047
C 1.140 0.528 -0.017
C 2.366 1.312 -0.019
N 1.188 -0.767 0.256
C 1.459 -1.736 -0.513
H -2.008 -1.897 2.040
H -1.513 -2.649 0.412
H -2.331 2.060 0.414
H -2.017 1.885 -1.241
H -3.218 0.811 -0.446
H 2.393 2.398 -0.357
H 3.133 0.868 -0.657
H 2.796 1.146 0.908
H 1.803 -1.740 -1.555
H 1.175 -2.715 -0.312

Calculated values
HOMO, eV: -13.782
LUMO energy, eV: -4.4
Total charge: +1

How positive or negative is each atom? The natural (NBO) charges in e answer that: -0.420, 0.448, -0.150, -0.404, -0.321, 0.474, -0.680, -0.434, 0.065, 0.290, 0.259, 0.242, 0.247, 0.238, 0.276, 0.249, 0.259, 0.180, 0.181


(three)
Density functional theory data (wB97M-V/def2-TZVPD) for an isolated ion of composition C6H10N3 and charge +1.

Atoms and positions in Å:
C -2.679 0.582 0.103
N -1.449 -0.230 -0.042
C -0.230 0.280 -0.031
C 0.310 1.534 -0.121
C 1.682 1.800 -0.187
C 2.549 0.665 -0.062
N 2.163 -0.572 0.093
N 0.922 -0.806 -0.016
C 0.524 -2.276 0.117
H -2.957 0.598 1.062
H -2.553 1.576 -0.320
H -3.339 0.068 -0.500
H -1.501 -1.237 0.109
H -0.370 2.365 -0.267
H 1.928 2.786 -0.406
H 3.671 0.790 -0.037
H 1.533 -2.875 0.134
H -0.071 -2.576 1.017
H -0.132 -2.472 -0.646

Calculated values
HOMO, eV: -13.425
LUMO energy, eV: -4.7
Total charge: +1

How positive or negative is each atom? The natural (NBO) charges in e answer that: -0.386, -0.543, 0.459, -0.311, -0.074, -0.044, -0.111, -0.100, -0.442, 0.215, 0.222, 0.227, 0.424, 0.250, 0.253, 0.241, 0.283, 0.229, 0.209


(four)
Density functional theory data (wB97M-V/def2-TZVPD) for an isolated ion of composition C6H10N3 and charge +1.

Atoms and positions in Å:
C 2.801 -0.234 -0.069
N 1.433 -0.001 0.037
C 0.980 1.271 -0.010
C -0.363 1.535 0.068
C -1.333 0.571 0.044
N -2.625 0.962 -0.146
C -0.881 -0.780 0.002
N -1.772 -1.894 -0.093
C 0.517 -0.962 -0.054
H 3.232 0.454 0.594
H 3.055 -1.288 0.182
H 3.269 -0.043 -1.052
H 1.678 2.070 -0.039
H -0.765 2.549 -0.018
H -2.782 2.025 -0.017
H -3.361 0.381 0.263
H -1.206 -2.748 0.023
H -2.686 -1.871 0.497
H 0.808 -1.996 -0.213

Calculated values
HOMO, eV: -12.653
LUMO energy, eV: -3.8
Total charge: +1

How positive or negative is each atom? The natural (NBO) charges in e answer that: -0.415, -0.274, 0.080, -0.265, 0.219, -0.746, 0.129, -0.796, 0.032, 0.229, 0.239, 0.238, 0.238, 0.240, 0.412, 0.407, 0.395, 0.412, 0.227


Energies relative to the most stable structure, in eV: (one) 7.242; (two) 4.724; (three) 2.359; (four) 0.000.


(one)
Density functional theory data (wB97M-V/def2-TZVPD) for one molecule with the formula C9H9NS.

Atoms and positions in Å:
C -1.929 1.433 -0.324
C -1.201 2.480 0.289
C -1.346 0.223 -0.630
C 0.115 2.320 0.577
C -0.106 -0.077 -0.065
C 0.213 -1.321 0.408
C 0.755 1.050 0.274
C 3.072 -1.527 -0.471
C -0.796 -2.390 0.270
N 2.080 1.038 0.199
S 3.176 0.064 -0.561
H -2.897 1.692 -0.840
H -1.741 3.475 0.464
H -1.936 -0.414 -1.141
H 0.760 3.097 0.903
H 3.794 -1.799 -1.312
H 1.142 -1.578 0.961
H -1.396 -2.232 1.238
H -0.253 -3.365 0.321
H -1.505 -2.170 -0.561

Calculated values
HOMO (spin up / spin down), eV: -8.221 / -8.221
LUMO energy (spin up / spin down), eV: -0.8 / -0.8
Total charge: 0

How positive or negative is each atom? The natural (NBO) charges in e answer that: -0.235, -0.175, -0.164, -0.230, -0.210, 0.018, 0.285, -0.666, -0.678, -0.720, 0.745, 0.216, 0.225, 0.208, 0.232, 0.182, 0.258, 0.240, 0.243, 0.225


(two)
Density functional theory data (wB97M-V/def2-TZVPD) for C9H9NS as an isolated structure.

Atoms and positions in Å:
C -0.289 -1.747 -1.672
C -0.405 0.837 2.454
C 0.573 -0.176 2.407
C -0.928 1.431 1.255
C 0.915 -0.642 1.148
C -0.534 0.888 0.016
C 0.312 -0.162 0.018
C -1.237 1.341 -1.267
C 0.855 -0.937 -1.728
N -1.201 -2.415 -1.529
S 2.681 -1.478 -1.601
H -0.849 1.053 3.422
H 0.921 -0.597 3.357
H -1.508 2.456 1.273
H 1.754 -1.440 0.888
H -0.614 1.682 -2.034
H -1.893 0.588 -1.564
H -1.844 2.157 -0.958
H 0.809 -0.044 -2.319
H 2.482 -2.797 -1.568

Calculated values
HOMO, eV: -9.443
LUMO energy, eV: 0.5
Total charge: 0

How positive or negative is each atom? The natural (NBO) charges in e answer that: 0.223, -0.199, -0.226, -0.204, -0.244, -0.076, 0.094, -0.626, -0.409, -0.308, 0.019, 0.217, 0.227, 0.225, 0.231, 0.210, 0.231, 0.217, 0.254, 0.143


Energies relative to the most stable structure, in eV: (one) 2.298; (two) 0.000.


(one)
Density functional theory data (wB97M-V/def2-TZVPD) for one molecule with the formula C3H4N2O2S.

Atoms and positions in Å:
O 2.815 0.763 0.033
C 2.430 -0.297 0.467
N 1.574 -1.119 -0.269
C 0.339 -1.147 -0.445
N -0.586 -0.124 -0.061
S -2.210 -0.672 0.152
C -0.331 1.224 -0.191
O -1.231 2.045 -0.071
H 2.713 -0.707 1.444
H -0.054 -1.937 -1.109
H -2.188 -0.456 1.471
H 0.667 1.406 -0.603

Calculated values
HOMO, eV: -10.170
LUMO energy, eV: 0.4
Total charge: 0

How positive or negative is each atom? The natural (NBO) charges in e answer that: -0.547, 0.516, -0.481, 0.329, -0.624, 0.214, 0.511, -0.548, 0.139, 0.198, 0.123, 0.171


(two)
Density functional theory data (wB97M-V/def2-TZVPD) for one molecule with the formula C3H4N2O2S.

Atoms and positions in Å:
O -3.563 -0.327 0.024
C -2.377 -0.601 -0.079
N -1.372 0.337 -0.041
N -0.123 -0.130 0.111
C 0.814 0.765 0.025
C 2.266 0.363 -0.016
O 3.093 1.248 -0.015
S 2.732 -1.339 -0.018
H -1.968 -1.645 -0.129
H -1.611 1.309 0.037
H 0.618 1.818 -0.111
H 1.491 -1.799 0.213

Calculated values
HOMO, eV: -10.137
LUMO energy, eV: -0.6
Total charge: 0

How positive or negative is each atom? The natural (NBO) charges in e answer that: -0.561, 0.527, -0.447, -0.182, -0.058, 0.352, -0.525, 0.025, 0.135, 0.391, 0.191, 0.153


(three)
Density functional theory data (wB97M-V/def2-TZVPD) for one molecule with the formula C3H4N2O2S.

Atoms and positions in Å:
N -0.805 -0.759 1.816
C -0.521 -0.223 0.492
N -1.463 0.584 -0.040
O -0.979 1.329 -1.238
C 0.038 0.395 -1.705
O 0.612 0.153 -2.768
C 0.425 -0.374 -0.526
S 2.237 0.274 -0.193
H -1.542 -0.419 2.266
H -0.002 -1.120 2.413
H 0.516 -1.410 -0.795
H 1.483 1.569 0.278

Calculated values
HOMO, eV: -9.631
LUMO energy, eV: -0.1
Total charge: 0

How positive or negative is each atom? The natural (NBO) charges in e answer that: -0.794, 0.350, -0.171, -0.369, 0.769, -0.521, -0.474, -0.035, 0.393, 0.411, 0.277, 0.164


Energies relative to the most stable structure, in eV: (one) 0.232; (two) 0.000; (three) 2.680.


(one)
Density functional theory data (wB97M-V/def2-TZVPD) for a 2-piece molecular cluster, C4H8S3 overall.

Atoms and positions in Å:
C 0.812 1.228 -0.920
C -0.012 0.849 0.060
S -0.830 1.347 1.486
C -1.067 -0.154 0.388
C -2.346 -0.284 -0.431
S -0.401 -1.611 1.031
H 1.246 2.204 -0.927
H 0.770 0.596 -1.751
H -2.680 -1.328 -0.465
H -2.220 0.197 -1.322
H -3.186 0.120 0.120
H -1.581 -2.079 1.487
S 4.124 0.031 0.817
H 4.428 -0.575 -0.327
H 2.942 -0.540 0.754

Calculated values
HOMO, eV: -8.508
LUMO energy, eV: 0.6
Total charge: 0

How positive or negative is each atom? The natural (NBO) charges in e answer that: -0.433, -0.146, 0.188, -0.285, -0.626, 0.071, 0.224, 0.210, 0.226, 0.228, 0.228, 0.114, -0.277, 0.137, 0.141


(two)
Density functional theory data (wB97M-V/def2-TZVPD) for one molecule with the formula C4H8S3.

Atoms and positions in Å:
C -1.116 0.358 -1.461
C -1.005 -0.005 0.055
S -2.628 -0.392 0.723
S 0.059 -1.821 0.096
C 1.584 -1.169 0.829
C 1.615 0.395 0.349
S 0.039 1.195 0.927
H -1.739 -0.368 -2.016
H -0.149 0.585 -1.993
H -1.502 1.418 -1.439
H -2.227 -1.626 1.224
H 2.452 -1.617 0.343
H 1.467 -1.216 1.931
H 2.382 0.966 0.910
H 1.798 0.572 -0.673

Calculated values
HOMO, eV: -8.822
LUMO energy, eV: 0.5
Total charge: 0

How positive or negative is each atom? The natural (NBO) charges in e answer that: -0.680, -0.363, -0.001, 0.113, -0.552, -0.504, 0.233, 0.234, 0.223, 0.220, 0.166, 0.240, 0.232, 0.227, 0.212


Energies relative to the most stable structure, in eV: (one) 1.059; (two) 0.000.